Record 1
Computed, not measured: an isolated molecule of C25H32N2O2, with ωB97M-V/def2-TZVPD.

```
61
Properties=species:S:1:pos:R:3:forces:R:3
O -5.5976 -0.5110 -0.9488 0.2020 -0.2594 -0.0384
C -6.2305 0.6720 -0.5139 -0.3699 0.3013 0.0905
C -5.5906 1.1052 0.8088 -0.3095 -0.2315 -0.3067
C -4.2167 1.5125 0.6072 0.6268 0.2067 -0.0843
C -3.0778 1.8275 0.3832 -0.8517 -0.1846 0.2478
C -1.7233 2.1433 0.1242 0.4928 0.1277 -0.1519
C -0.9310 2.7583 1.0931 -0.0383 -0.0317 0.0071
C 0.3988 3.0253 0.8313 0.0353 0.0262 -0.1290
C 0.9700 2.6855 -0.3904 -0.0711 0.1218 -0.0384
C 2.4332 2.9405 -0.6639 0.1888 -0.0530 -0.0643
N 3.3661 1.8767 -0.3393 -0.0109 0.1067 0.0908
C 3.6945 1.6583 1.0494 -0.0559 -0.0733 0.2060
C 2.7901 0.6312 1.7389 0.2115 0.1789 -0.0295
N 2.8365 -0.6196 1.0026 0.0735 0.1143 -0.0972
C 2.4169 -1.7571 1.7877 -0.1831 -0.0975 0.2351
C 0.9642 -1.7833 2.3282 0.3663 0.0076 -0.1341
C -0.0725 -2.1409 1.3048 -0.1282 -0.0196 0.0697
C -0.1094 -3.4245 0.7673 -0.0439 0.0325 0.0778
C -1.0579 -3.7687 -0.1781 0.0381 -0.1361 -0.0329
C -1.9968 -2.8379 -0.5900 -0.0837 0.0137 -0.0934
C -1.9843 -1.5644 -0.0485 -0.0786 0.0108 -0.0856
C -1.0251 -1.2207 0.8881 0.0674 -0.0299 0.0741
C 2.2685 -0.4032 -0.3284 0.1470 -0.0936 -0.2962
C 2.1859 -1.6700 -1.1837 -0.2328 0.3828 -0.0112
C 1.3467 -1.4839 -2.4515 -0.0974 -0.5175 0.3804
O 1.9447 -0.6948 -3.4541 0.2891 0.2727 -0.4415
C 3.1926 0.6200 -1.0278 -0.1895 0.0514 -0.1129
C 0.1689 2.0890 -1.3597 0.0639 0.1262 0.0837
C -1.1602 1.8163 -1.1100 -0.0178 0.0130 0.0523
H -5.9461 -0.7616 -1.8097 0.0083 0.0457 0.0508
H -7.3060 0.4969 -0.3561 0.1672 0.0679 0.0123
H -6.1132 1.4722 -1.2591 -0.0357 -0.0717 0.1593
H -6.1662 1.9306 1.2365 -0.0262 -0.1062 0.0182
H -5.6124 0.2591 1.5009 -0.1407 0.0597 0.0358
H -1.3657 3.0208 2.0475 -0.0418 0.0092 0.0286
H 1.0040 3.5083 1.5870 0.0639 0.0396 0.0576
H 2.7594 3.8267 -0.1108 -0.0505 0.0030 -0.0886
H 2.5595 3.1445 -1.7333 -0.0573 0.0837 0.0782
H 3.6642 2.6080 1.5871 0.0328 0.0407 0.0063
H 4.7220 1.2750 1.0789 -0.0343 0.0042 0.1477
H 3.1578 0.4562 2.7531 -0.0247 0.0134 0.0361
H 1.7638 1.0311 1.8026 0.0928 -0.0749 0.0841
H 3.0881 -1.7791 2.6539 -0.0411 -0.0978 -0.0649
H 2.6075 -2.6650 1.2136 0.0106 -0.0599 0.0849
H 0.7304 -0.8135 2.7700 -0.0324 -0.0139 0.0871
H 0.9387 -2.5293 3.1274 -0.0168 0.0577 0.0637
H 0.6073 -4.1627 1.1028 0.0886 -0.0705 0.0195
H -1.0705 -4.7694 -0.5865 -0.0091 -0.0744 -0.0293
H -2.7452 -3.1072 -1.3202 -0.0753 -0.0277 -0.0654
H -2.7323 -0.8434 -0.3417 -0.1025 0.0950 -0.0448
H -1.0256 -0.2254 1.3100 0.0350 0.1120 0.0452
H 1.2495 0.0133 -0.2451 0.1244 -0.0600 -0.0229
H 3.1942 -2.0021 -1.4465 0.0839 -0.1166 0.0001
H 1.6986 -2.4636 -0.6207 0.0969 -0.0524 -0.0479
H 1.1047 -2.4766 -2.8597 -0.0658 0.1251 0.0953
H 0.4077 -0.9844 -2.2018 -0.0205 -0.0817 0.0312
H 2.7893 -1.0929 -3.6936 -0.0776 0.0369 0.0007
H 2.8253 0.8190 -2.0330 0.0673 -0.0248 0.0065
H 4.1859 0.1580 -1.0970 -0.0772 -0.1592 -0.0846
H 0.5946 1.8293 -2.3183 0.0784 -0.0330 -0.1302
H -1.7735 1.3457 -1.8646 -0.0607 -0.0356 -0.0381
```
Positions in Å, forces in eV/Å.

Computed properties:
- Relative energy (zero: lowest compared OMol25 entry of this formula, charge and spin): 390.22 kJ/mol
- SMILES: OCCC#Cc1ccc(CN2CCN(CCc3ccccc3)[C@H](CCO)C2)cc1

***

Record 2
Computed, not measured: a structure of composition C37H36CsN4OPS2, with ωB97M-V/def2-TZVPD.

```
82
Properties=species:S:1:pos:R:3:forces:R:3
Cs 1.3381 -1.1650 -1.4564 -0.1649 0.5109 -0.0434
S 6.6773 -2.5309 -0.2889 -0.2259 0.0513 0.0053
C 6.7689 -0.8018 -0.2215 -0.1689 -0.0638 -0.0352
C 7.8848 0.0241 -0.2406 0.0280 0.0903 0.0143
C 7.6881 1.3932 -0.1780 0.0695 -0.0250 -0.0026
C 6.4014 1.9263 -0.0807 -0.0653 0.0600 0.0065
C 5.2888 1.1052 -0.0605 -0.0250 -0.0192 0.0034
C 5.4648 -0.2761 -0.1489 0.4567 -0.0626 -0.0182
N 4.4579 -1.2104 -0.1627 -0.4960 0.0483 -0.0576
C 4.8977 -2.4251 -0.2266 0.5844 0.3730 -0.0108
C 4.0704 -3.6246 -0.2627 -0.5156 -0.6711 -0.0322
C 4.6793 -4.8881 -0.1806 0.1581 0.3191 0.0194
C 3.9125 -6.0345 -0.2112 -0.0022 -0.1575 0.0082
C 2.5299 -5.9206 -0.3134 -0.0595 -0.0204 0.0250
C 1.9460 -4.6627 -0.3933 0.1636 -0.0870 -0.1199
C 2.6720 -3.4609 -0.3887 0.1780 -0.1843 0.2692
H 8.8844 -0.3863 -0.3022 -0.0118 -0.0139 -0.0027
H 8.5409 2.0596 -0.1953 0.0055 -0.0234 0.0047
H 6.2797 3.0006 -0.0109 -0.0179 -0.0151 0.0097
H 4.2852 1.4956 0.0549 0.0066 0.0025 0.0000
H 5.7590 -4.9709 -0.0856 -0.0088 -0.0766 -0.0008
H 4.3797 -7.0105 -0.1566 0.0203 0.0252 0.0189
H 1.9143 -6.8156 -0.3319 0.0247 -0.0082 -0.0052
H 0.8588 -4.6176 -0.4784 0.0145 -0.0689 -0.0871
O 2.4518 3.1560 -1.2637 0.0465 0.1873 -0.1262
N 1.9528 2.1965 -0.4057 0.0277 -0.3547 0.0536
C 0.8464 2.5078 0.1303 -0.0659 -0.1122 0.1505
C 0.0595 3.7399 -0.0281 -0.2445 0.2760 -0.1341
C 0.6717 4.9910 0.0184 0.0647 -0.0795 0.0639
C -0.0797 6.1441 -0.1162 -0.0559 0.0552 -0.0056
C -1.4494 6.0582 -0.3206 0.0183 0.0068 0.0064
C -2.0690 4.8192 -0.3784 -0.0055 0.0170 -0.0110
C -1.3311 3.6493 -0.2284 0.2224 -0.1222 0.0713
P -2.0707 1.9693 -0.2685 -0.2628 0.0677 -0.1182
C -1.7170 1.4438 -1.9919 -0.0182 -0.0447 0.0511
C -2.2151 0.2006 -2.3958 -0.0304 0.0939 0.0565
C -2.0027 -0.2588 -3.6850 0.0277 -0.0637 -0.0228
C -1.2591 0.4994 -4.5812 0.0065 0.0113 0.0105
C -0.7406 1.7214 -4.1805 0.0294 0.0054 -0.0793
C -0.9714 2.1953 -2.8958 -0.0252 0.0256 0.0514
C -3.8648 2.3686 -0.3485 0.0640 -0.0838 0.0050
C -4.6265 2.3646 -1.5146 0.0539 0.0396 0.0708
C -5.9880 2.6321 -1.4637 -0.0169 -0.0135 -0.0423
C -6.6030 2.9156 -0.2544 -0.0354 0.0294 -0.0090
C -5.8520 2.9346 0.9126 0.0066 0.0042 0.0257
C -4.4959 2.6545 0.8637 0.0513 -0.0158 -0.0017
H 3.2721 2.7549 -1.5694 0.1134 0.0060 -0.0698
H 0.4487 1.7237 0.7698 0.0055 0.0286 0.0211
H 1.7402 5.0490 0.1742 -0.0298 0.0171 -0.0242
H 0.4025 7.1114 -0.0644 0.0064 -0.0042 -0.0063
H -2.0375 6.9592 -0.4387 -0.0085 -0.0039 0.0043
H -3.1369 4.7652 -0.5433 -0.0062 -0.0105 -0.0026
H -2.7839 -0.4100 -1.7037 0.0488 -0.0192 0.0276
H -2.4152 -1.2127 -3.9887 0.0152 -0.0075 0.0148
H -1.0893 0.1402 -5.5880 0.0020 -0.0026 -0.0003
H -0.1678 2.3211 -4.8767 0.0197 -0.0077 0.0171
H -0.5724 3.1587 -2.6041 0.0061 -0.0031 -0.0166
H -4.1568 2.1582 -2.4665 0.0090 -0.0349 -0.0335
H -6.5701 2.6162 -2.3764 0.0065 0.0162 0.0020
H -7.6643 3.1258 -0.2216 0.0034 -0.0146 0.0055
H -6.3244 3.1574 1.8610 0.0080 0.0098 -0.0092
H -3.9098 2.6749 1.7765 -0.0079 -0.0469 0.0241
C -4.1105 -1.5792 3.7322 0.0770 0.0690 0.0044
C -2.8594 -0.8720 3.2142 -0.0867 -0.1384 0.0307
N -2.4844 -1.2919 1.8786 -0.1153 -0.0215 0.0901
C -1.7474 -2.3724 1.5400 0.1015 0.0897 0.2704
S -1.6242 -2.8225 -0.0716 -0.0260 -0.0221 -0.3649
N -1.1191 -3.0192 2.5323 -0.0673 -0.0519 0.0784
C -0.2912 -4.2046 2.3499 -0.0701 -0.2252 -0.0674
C -1.1043 -5.4933 2.4033 0.0540 0.1213 -0.0119
H -4.3649 -1.2240 4.7321 0.0023 -0.0232 -0.0097
H -3.9602 -2.6588 3.7739 -0.0251 -0.0054 -0.0061
H -4.9549 -1.3763 3.0724 -0.0013 -0.0380 0.0137
H -2.0183 -1.0315 3.8919 0.0017 0.1381 -0.0062
H -3.0296 0.2035 3.1751 0.0531 0.0500 0.0257
H -3.0053 -0.9047 1.1115 0.0337 0.0796 -0.1018
H -1.3592 -2.7894 3.4826 0.0217 0.0533 -0.0493
H 0.4705 -4.1968 3.1298 0.0146 0.0522 -0.0092
H 0.2107 -4.1201 1.3898 0.0589 0.0807 0.1190
H -1.6572 -5.5709 3.3419 -0.0003 -0.0296 0.0016
H -0.4410 -6.3551 2.3229 -0.0062 0.0002 -0.0089
H -1.8111 -5.5199 1.5739 -0.0184 -0.0141 0.0120
```
Positions in Å, forces in eV/Å.

***

Record 3
Computed, not measured: a structure of composition C30H30N2O8OsSSb in a non-equilibrium geometry, with ωB97M-V/def2-TZVPD.

```
73
Properties=species:S:1:pos:R:3:forces:R:3
Os 1.8245 0.2426 0.3981 0.2523 2.5859 1.1130
O 1.3194 -1.8010 0.3201 0.7566 -4.2392 1.7208
C 0.7267 -2.4332 -0.8245 0.4861 -2.9977 0.4049
C 1.1430 -1.7180 -2.0603 1.0414 1.2677 -0.8563
N 1.0780 -0.3039 -1.6257 -1.2344 -0.5258 -1.7460
C -0.3771 0.0471 -1.6890 0.8126 0.6906 -1.2604
C -0.9326 0.3149 -0.3196 -2.4559 0.6698 1.5312
O -2.2222 0.4482 -0.2557 1.3560 0.1452 -1.1674
O -0.2062 0.4528 0.7122 -1.2752 -0.3587 -2.0694
C 1.8082 0.5584 -2.5309 -0.1115 1.5347 -0.4625
C 2.0253 2.0171 -1.9483 0.6582 0.8159 0.4328
O 2.1400 2.9999 -2.6704 -0.3642 -1.8731 1.1187
O 2.2078 1.9987 -0.6025 -0.4701 1.1319 -3.2869
H 1.6451 -2.4355 1.0707 -1.0771 1.3309 -2.1886
H -0.3258 -2.4771 -0.6129 -0.7002 0.1541 -0.3880
H 1.0817 -3.4817 -0.8900 -0.2959 0.4338 0.1107
H 0.4854 -1.8860 -3.0011 1.1273 -0.0735 1.5806
H 2.2286 -1.8497 -2.3107 -0.9869 -0.5509 0.1943
H -0.9301 -0.6359 -2.4054 0.2005 0.5144 1.5032
H -0.3538 0.9797 -2.2767 -0.6772 0.1643 0.6488
H 1.3035 0.5365 -3.4914 -0.0361 0.5616 -0.3944
H 2.7965 0.1866 -2.7181 0.6731 -0.3870 0.1584
C -8.0205 2.9644 1.2421 -0.6511 1.8483 -1.2357
C -7.9664 1.6509 1.5754 0.9853 -0.7842 0.6637
C -6.6949 0.9796 1.5558 -3.1758 -1.6733 0.5729
C -5.7263 1.5267 0.8251 3.8292 1.0598 -0.4626
C -5.7728 2.8489 0.4015 -1.0496 0.7323 -1.1252
C -6.9246 3.5850 0.5987 0.3592 -0.9999 1.1601
Sb -3.6714 0.8624 1.2958 0.5584 1.0159 1.2928
C -4.1837 -1.0606 0.8970 0.3270 0.2101 -1.1955
C -4.6296 -1.1620 -0.4184 -0.9504 0.3029 -0.6980
C -5.5373 -2.1577 -0.7716 1.4331 1.1913 -0.1207
C -5.7114 -3.1617 0.1304 -0.9431 -1.6907 0.4528
C -5.0332 -3.1833 1.3088 1.4357 -0.6158 2.1335
C -4.2944 -2.0916 1.7571 -0.2143 -0.2128 1.4634
C 1.7974 0.3834 2.3272 -0.6620 -0.5250 1.5848
C 2.0293 1.6644 2.9034 0.1416 -3.4616 0.2962
C 2.1019 1.7274 4.2665 0.4599 2.1082 1.0679
C 1.6671 0.7354 5.1482 0.0324 -0.4491 -1.5955
C 1.3221 -0.4561 4.5101 -1.9913 -1.7860 0.6759
C 1.3236 -0.6969 3.1246 1.6875 1.7149 0.6520
H -8.9600 3.5603 1.3453 0.8373 -0.7459 -0.0286
H -8.8883 1.1687 1.8533 0.1125 -0.3235 0.5341
H -6.6189 -0.0268 2.0144 -0.0298 0.5851 -0.4538
H -4.9917 3.2832 -0.2151 0.1887 0.0000 0.3382
H -6.8989 4.6238 0.3909 -0.3448 0.7772 -0.4145
H -4.3453 -0.3547 -1.1070 -0.5231 -0.4421 0.0534
H -6.0239 -2.1619 -1.7145 -0.3009 0.0146 -0.6890
H -6.3948 -3.9850 -0.0328 0.0390 -0.0193 -0.3919
H -4.9313 -4.0430 1.9681 -0.8934 -0.1729 -0.2954
H -3.8964 -1.9674 2.7989 -0.4354 -0.6208 -1.0662
H 2.2835 2.4722 2.2899 0.4518 1.1814 -0.7291
H 2.5569 2.6794 4.5886 -0.6779 -0.4349 0.5691
H 1.5258 0.9209 6.2061 0.3242 -0.2381 -0.1143
H 0.8224 -1.3040 5.0393 0.7641 0.8796 0.2510
H 1.0785 -1.7147 2.7538 0.0436 0.9969 0.3160
N 3.9189 0.1893 0.5647 1.6027 -0.2192 -0.9686
C 4.7320 0.0211 -0.6537 -0.1665 0.6712 1.8741
C 5.2564 -1.2062 -0.9408 -0.0135 -0.7071 -0.7135
C 6.1435 -1.2835 -2.0084 -1.1479 1.5123 -1.5695
C 6.3616 -0.1033 -2.7640 -0.0559 -0.1912 0.0642
C 5.9011 1.1849 -2.3792 0.0621 -1.1044 -0.5284
C 5.0921 1.2225 -1.2574 0.7744 -0.6633 -0.6343
S 7.5392 -0.0995 -4.1382 -1.8467 -0.6375 3.8809
O 6.9235 -0.2257 -5.4248 -0.0758 -0.0664 -1.0649
O 8.0245 1.2335 -3.8678 1.9949 0.6231 -1.4699
O 8.3967 -1.2181 -3.7854 0.7232 0.3644 -0.9688
H 4.0765 -0.5558 1.2526 0.4082 0.4663 -0.1796
H 4.3440 1.0650 0.8893 -0.9159 -0.2816 0.9614
H 4.9258 -2.0926 -0.3917 0.2861 0.2607 -0.1149
H 6.4240 -2.2141 -2.4593 0.5837 -0.3934 0.3139
H 6.2037 2.0661 -2.9862 -0.4243 -0.7149 0.9306
H 4.8780 2.1458 -0.7745 -0.6358 0.6631 0.0278
```
Positions in Å, forces in eV/Å.

Computed properties:
- Relative energy (zero: lowest compared OMol25 entry of this formula, charge and spin): 91.83 kJ/mol
- Charge: +1
- Spin multiplicity: 5

***

no.,E (eV)
1,-33517.661
2,-78467.137
3,-70781.448